C20H19NO6S2 in the gas phase. Source: the Open Molecules 2025 dataset; level of theory: ωB97M-V/def2-TZVPD.

XYZ file:
```
48
C20H19NO6S2, DFT ωB97M-V/def2-TZVPD
C 0.72 3.49 -1.17
C -0.06 3.47 0.13
H 0.61 3.24 0.97
H -0.57 4.42 0.31
O -1.08 2.47 0.05
C -1.06 1.45 0.89
O -0.32 1.34 1.85
C -2.17 0.51 0.60
C -2.08 -0.84 0.42
N -0.94 -1.64 0.27
C 0.30 -1.20 -0.16
O 0.57 -0.06 -0.47
C 1.22 -2.40 -0.20
C 0.32 -3.60 0.00
C -1.03 -3.03 0.34
O -2.05 -3.62 0.58
H 0.66 -4.24 0.82
H 0.23 -4.22 -0.89
H 1.81 -2.41 -1.12
S 2.41 -2.25 1.20
C 3.69 -1.30 0.40
C 4.61 -2.01 -0.36
C 5.64 -1.35 -1.01
C 5.74 0.03 -0.92
C 4.82 0.74 -0.17
C 3.79 0.09 0.50
C 2.81 0.95 1.23
O 2.69 2.13 0.99
O 2.10 0.31 2.14
H 1.32 0.84 2.42
H 4.87 1.82 -0.10
H 6.54 0.55 -1.43
H 6.35 -1.91 -1.59
H 4.52 -3.08 -0.42
S -3.64 -1.58 0.25
C -4.42 -0.03 0.39
C -3.51 0.96 0.57
H -3.77 2.00 0.70
C -5.90 0.07 0.31
C -6.40 -0.21 -1.11
H -5.96 0.50 -1.81
H -6.12 -1.22 -1.41
H -7.48 -0.12 -1.16
H -6.20 1.08 0.61
H -6.36 -0.64 0.99
H 1.50 4.25 -1.11
H 1.19 2.52 -1.33
H 0.07 3.71 -2.01
```

Results
Structure (SMILES): CCOC(=O)c1cc(CC)sc1N1C(=O)C[C@H](Sc2ccccc2C(=O)O)C1=O
Gap between HOMO and LUMO in Eh: 0.324
Spin multiplicity: 1
HOMO in eV: -8.53
ΔE to the lowest compared entry with this formula, charge and spin in kJ/mol: 5.57

---

A molecular structure, C33H46Br2CoN2O2Si. Source: the Open Molecules 2025 dataset; level of theory: ωB97M-V/def2-TZVPD.

XYZ file:
```
87
C33H46Br2CoN2O2Si, DFT ωB97M-V/def2-TZVPD
Co -2.62 1.17 -0.60
O -5.60 -1.41 0.93
C -6.00 -1.49 -0.35
C -7.36 -1.61 -0.61
C -7.83 -1.70 -1.91
C -6.94 -1.67 -2.97
C -5.58 -1.56 -2.72
C -5.09 -1.47 -1.43
C -3.59 -1.44 -1.12
O -3.29 -0.56 -0.11
N -2.82 -1.11 -2.36
N -1.91 -0.11 -2.24
C -0.86 -0.16 -2.97
C 0.16 0.87 -3.05
Br -0.37 2.66 -2.71
C 1.43 0.64 -3.39
C 2.02 -0.69 -3.61
C 1.71 -1.79 -2.81
C 2.32 -3.02 -3.03
C 3.25 -3.16 -4.05
C 3.58 -2.07 -4.84
C 2.98 -0.84 -4.62
H -4.67 -1.07 0.91
H -8.04 -1.62 0.24
H -8.89 -1.79 -2.09
H -7.30 -1.72 -3.99
H -4.89 -1.52 -3.55
H -3.28 -2.46 -0.84
H -2.47 -1.93 -2.84
H -0.69 -1.03 -3.60
H 2.08 1.49 -3.52
H 1.02 -1.67 -1.98
H 2.08 -3.86 -2.40
H 3.72 -4.12 -4.23
H 4.31 -2.17 -5.63
H 3.24 0.01 -5.23
C -2.77 2.46 1.30
C -2.25 3.18 0.20
C -3.27 3.27 -0.79
C -4.41 2.59 -0.28
C -4.10 2.10 1.01
H -2.23 2.22 2.21
H -1.27 3.63 0.15
H -3.21 3.79 -1.73
H -5.35 2.46 -0.80
H -4.75 1.49 1.62
C 0.89 2.67 2.96
C 1.28 1.22 3.32
C 0.00 0.55 3.83
C 2.31 1.26 4.46
Si 2.01 0.33 1.78
Br 0.20 -0.01 0.43
C 3.21 1.41 0.74
C 4.30 2.02 1.64
C 3.89 0.59 -0.36
C 2.47 2.55 0.02
C 2.67 -1.44 2.15
C 4.09 -1.37 2.74
C 1.77 -2.16 3.16
C 2.70 -2.33 0.90
H 0.40 3.12 3.83
H 0.19 2.70 2.13
H 1.76 3.29 2.72
H -0.38 1.13 4.67
H 0.16 -0.47 4.18
H -0.77 0.52 3.06
H 1.90 1.84 5.29
H 3.25 1.72 4.17
H 2.53 0.26 4.84
H 4.86 1.26 2.19
H 3.90 2.73 2.35
H 5.02 2.56 1.01
H 4.56 -0.18 0.03
H 4.49 1.26 -0.98
H 3.16 0.11 -1.01
H 1.95 3.22 0.70
H 1.74 2.17 -0.69
H 3.20 3.15 -0.53
H 4.14 -0.74 3.64
H 4.82 -0.99 2.02
H 4.41 -2.38 3.03
H 1.79 -1.70 4.15
H 2.12 -3.19 3.28
H 0.73 -2.20 2.82
H 3.32 -1.92 0.10
H 1.70 -2.49 0.50
H 3.12 -3.30 1.17
```

Results
Gap between HOMO and LUMO (spin up / spin down) in Eh: 0.274 / 0.281
Spin multiplicity: 4
HOMO (spin up / spin down) in eV: -7.73 / -7.94
ΔE to the lowest compared entry with this formula, charge and spin in kJ/mol: 0.00

---

2 unconnected molecules or ions with the total composition C2H4N2OS at a distorted geometry. Source: the Open Molecules 2025 dataset; level of theory: ωB97M-V/def2-TZVPD.

XYZ file:
```
10
C2H4N2OS, DFT ωB97M-V/def2-TZVPD
C 2.63 1.53 0.12
C 1.80 1.92 -0.64
N -2.83 0.25 -0.02
N -2.88 -1.11 0.12
O -3.88 0.76 -0.45
S -1.46 0.98 0.30
H 3.35 1.33 0.83
H 1.10 2.28 -1.29
H -3.75 -1.33 0.44
H -2.30 -1.44 0.91
```

Results
Structure (SMILES): N[N+]([O-])=S.C#C
Gap between HOMO and LUMO in Eh: 0.320
Spin multiplicity: 1
HOMO in eV: -9.54
ΔE to the lowest compared entry with this formula, charge and spin in kJ/mol: 625.23

---

2 unconnected molecules or ions with the total composition C20H30BN2OP at a distorted geometry. Source: the Open Molecules 2025 dataset; level of theory: ωB97M-V/def2-TZVPD.

XYZ file:
```
55
C20H30BN2OP, DFT ωB97M-V/def2-TZVPD
C -3.13 -1.18 0.40
C -2.89 -2.45 0.73
C -2.95 -4.00 1.19
B -1.51 -4.73 0.89
C -0.53 -4.40 -0.38
C 0.66 -3.34 -0.06
C 1.48 -3.12 -1.47
O 2.82 -3.70 -1.42
P -0.99 -6.12 2.14
C -2.53 -6.78 3.08
C 0.29 -5.41 3.38
H -3.60 -0.12 0.09
H -3.14 -4.03 2.32
H -3.77 -4.57 0.60
H -1.09 -4.02 -1.32
H 0.00 -5.41 -0.67
H 1.42 -3.69 0.74
H 0.28 -2.29 0.24
H 1.63 -1.98 -1.69
H 0.94 -3.63 -2.37
H 2.79 -4.57 -0.95
H -3.50 -6.18 2.84
H -2.78 -7.88 2.79
H -2.38 -6.80 4.23
H 1.33 -5.68 2.95
H 0.10 -5.83 4.44
H 0.14 -4.26 3.37
C -3.26 1.21 -0.39
N -2.10 2.10 -0.60
C -2.22 3.42 -0.34
C -1.13 4.27 -0.49
C 0.11 3.77 -0.89
C 0.19 2.41 -1.17
C -0.92 1.59 -1.02
C 1.30 4.64 -1.00
C 2.45 4.35 -0.26
C 3.59 5.13 -0.40
N 3.61 6.17 -1.26
C 2.51 6.49 -1.97
C 1.34 5.74 -1.86
C 4.84 6.97 -1.44
H -4.08 1.59 -1.01
H -3.52 1.24 0.67
H -3.00 0.20 -0.70
H -3.19 3.78 -0.02
H -1.26 5.33 -0.26
H 1.12 1.96 -1.51
H -0.88 0.52 -1.22
H 2.48 3.52 0.44
H 4.50 4.93 0.16
H 2.57 7.34 -2.64
H 0.48 6.01 -2.46
H 4.60 8.01 -1.22
H 5.16 6.85 -2.48
H 5.61 6.61 -0.76
```

Results
Gap between HOMO and LUMO in Eh: 0.118
Charge: +2
Spin multiplicity: 1
HOMO in eV: -10.99

---

A molecular structure, C26H32NO4S2Yb at a distorted geometry. Source: the Open Molecules 2025 dataset; level of theory: ωB97M-V/def2-TZVPD.

XYZ file:
```
66
C26H32NO4S2Yb, DFT ωB97M-V/def2-TZVPD
O 1.69 1.40 -5.91
C 1.03 0.80 -7.11
C 1.80 1.61 -8.10
H -0.04 1.01 -7.07
H 1.20 -0.27 -7.19
C 2.31 2.34 -6.81
H 1.22 2.22 -8.77
H 2.55 1.03 -8.61
C 1.68 3.73 -6.69
H 0.58 3.65 -6.72
H 2.05 4.37 -7.51
H 1.92 4.20 -5.73
C 3.80 2.32 -6.56
H 4.13 1.28 -6.46
H 4.00 2.81 -5.60
H 4.35 2.84 -7.36
Yb 0.61 -0.11 -0.38
C 1.66 -1.82 1.12
C 0.76 -2.57 0.32
C 1.20 -2.51 -1.03
H -0.10 -3.13 0.67
C 2.39 -1.73 -1.06
C 2.68 -1.31 0.27
H 3.54 -0.73 0.57
H 1.60 -1.71 2.20
H 0.74 -3.02 -1.87
H 2.99 -1.50 -1.94
C 0.04 1.76 1.46
C 1.38 2.00 1.03
C 1.34 2.47 -0.31
H 2.28 1.90 1.63
C -0.03 2.54 -0.71
C -0.83 2.12 0.39
H -1.92 2.17 0.44
H -0.26 1.44 2.45
H 2.19 2.80 -0.91
H -0.40 2.94 -1.65
O -0.71 1.49 -4.93
C 0.29 1.16 -3.92
C 0.71 -0.26 -4.20
H -0.19 1.11 -2.96
H 1.04 1.95 -3.86
C -0.62 -0.88 -4.78
H 1.09 -0.84 -3.35
H 1.48 -0.37 -4.98
C -1.58 0.32 -4.78
H -0.97 -1.70 -4.14
H -0.39 -1.25 -5.76
H -2.06 0.36 -3.80
H -2.40 0.34 -5.49
O -0.39 -2.91 3.71
S -1.74 -2.86 3.17
O -2.57 -4.03 3.30
N -1.68 -2.26 1.62
C -2.28 -1.09 1.44
S -2.30 -0.44 -0.12
C -2.84 -0.55 2.69
C -3.42 0.69 2.96
C -3.76 1.02 4.28
C -3.53 0.11 5.32
C -2.99 -1.15 5.05
C -2.62 -1.43 3.75
H -3.62 1.38 2.14
H -4.20 1.99 4.51
H -3.79 0.35 6.35
H -2.82 -1.93 5.79
```

Results
Gap between HOMO and LUMO (spin up / spin down) in Eh: 0.284 / 0.272
Spin multiplicity: 2
HOMO (spin up / spin down) in eV: -8.03 / -8.03
ΔE to the lowest compared entry with this formula, charge and spin in kJ/mol: 0.00

---

A molecular structure, C17H16MnN3O3. Source: the Open Molecules 2025 dataset; level of theory: ωB97M-V/def2-TZVPD.

XYZ file:
```
40
C17H16MnN3O3, DFT ωB97M-V/def2-TZVPD
Mn 0.36 0.17 0.03
O 0.31 0.65 -1.77
C -0.44 0.22 -2.77
C -0.11 0.64 -4.07
C -0.87 0.26 -5.16
C -1.98 -0.57 -5.00
C -2.31 -0.99 -3.73
C -1.57 -0.62 -2.61
C -1.98 -1.15 -1.33
N -1.40 -0.88 -0.22
N -1.87 -1.51 0.93
C -1.05 -1.27 1.91
O 0.02 -0.53 1.79
C -1.34 -1.86 3.23
C -0.44 -1.67 4.28
C -0.70 -2.22 5.53
C -1.85 -2.95 5.74
C -2.76 -3.14 4.70
C -2.50 -2.59 3.45
H 0.75 1.28 -4.19
H -0.59 0.60 -6.15
H -2.57 -0.87 -5.85
H -3.17 -1.64 -3.58
H -2.83 -1.83 -1.30
H 0.46 -1.10 4.10
H 0.01 -2.08 6.33
H -2.05 -3.38 6.71
H -3.66 -3.71 4.86
H -3.20 -2.73 2.63
N 3.12 3.22 0.73
C 2.39 2.14 0.42
O 1.18 2.10 0.67
C 3.08 0.99 -0.28
C 2.33 -0.30 0.00
H 2.67 4.01 1.16
H 4.10 3.26 0.53
H 4.14 0.93 0.00
H 3.04 1.22 -1.35
H 2.57 -0.72 0.98
H 2.49 -1.05 -0.78
```

Results
Gap between HOMO and LUMO (spin up / spin down) in Eh: 0.288 / 0.288
Spin multiplicity: 5
HOMO (spin up / spin down) in eV: -7.66 / -7.84
ΔE to the lowest compared entry with this formula, charge and spin in kJ/mol: 0.00

---

2 unconnected molecules or ions with the total composition CH2ClI at a distorted geometry. Source: the Open Molecules 2025 dataset; level of theory: ωB97M-V/def2-TZVPD.

XYZ file:
```
5
CH2ClI, DFT ωB97M-V/def2-TZVPD
C -0.10 -0.48 -0.38
Cl -1.70 -0.86 -0.46
I 0.98 2.01 1.49
H 0.33 0.45 -0.83
H 0.50 -1.12 0.18
```

Results
Gap between HOMO and LUMO (spin up / spin down) in Eh: 0.214 / 0.212
Spin multiplicity: 1
HOMO (spin up / spin down) in eV: -8.74 / -8.72
ΔE to the lowest compared entry with this formula, charge and spin in kJ/mol: 210.96

---

A gas-phase ion, C3H12N2 (charge +2) at a distorted geometry. Source: the Open Molecules 2025 dataset; level of theory: ωB97M-V/def2-TZVPD.

XYZ file:
```
17
C3H12N2, DFT ωB97M-V/def2-TZVPD
C 0.39 0.47 -1.06
C 0.12 0.51 0.51
C -1.21 -0.31 0.97
N -1.12 -1.76 1.20
N 1.71 1.20 -1.51
H 0.64 -0.53 -1.38
H -0.22 0.89 -1.88
H 0.97 -0.01 0.88
H 0.11 1.51 1.12
H -2.09 -0.17 0.06
H -1.70 0.16 1.76
H -0.99 -2.18 0.33
H -2.07 -2.16 1.61
H -0.46 -2.13 1.82
H 1.30 2.18 -1.59
H 2.33 1.35 -0.69
H 2.31 0.97 -2.40
```

Results
Structure (SMILES): [NH3+]CCC[NH3+]
Gap between HOMO and LUMO in Eh: 0.516
Charge: +2
Spin multiplicity: 1
HOMO in eV: -21.17
ΔE to the lowest compared entry with this formula, charge and spin in kJ/mol: 211.43

---

3 unconnected molecules or ions with the total composition C24H42F4N3O6 at a distorted geometry. Source: the Open Molecules 2025 dataset; level of theory: ωB97M-V/def2-TZVPD.

XYZ file:
```
79
C24H42F4N3O6, DFT ωB97M-V/def2-TZVPD
C 1.30 1.04 -0.87
C 2.70 1.21 -1.35
O 3.54 1.66 -0.65
O 3.00 0.79 -2.59
C 2.01 1.00 -3.59
C 2.06 2.35 -4.30
N 1.62 3.37 -3.36
F 2.10 4.64 -3.71
C 3.45 2.63 -5.04
O 4.36 1.86 -4.74
O 3.42 3.56 -5.87
C 0.98 2.27 -5.39
F 1.36 1.44 -6.40
F -0.19 1.75 -4.90
F 0.66 3.45 -5.93
H 0.86 0.08 -1.11
H 0.67 1.78 -1.35
H 1.21 1.21 0.19
H 2.16 0.25 -4.36
H 1.02 0.83 -3.19
H 2.06 3.21 -2.45
C 1.19 -5.62 2.30
C 1.47 -4.71 1.08
C 2.93 -4.86 0.62
C 3.94 -4.20 1.56
C 3.57 -2.74 1.81
C 2.13 -2.56 2.30
N 1.18 -3.28 1.40
O 0.94 -2.60 0.33
C 2.02 -3.07 3.75
C 1.78 -1.08 2.33
C 0.55 -5.17 -0.04
H 0.65 -6.52 2.00
H 2.10 -5.95 2.80
H 0.56 -5.12 3.03
H 3.04 -4.42 -0.37
H 3.15 -5.92 0.52
H 4.00 -4.75 2.50
H 4.93 -4.25 1.11
H 4.25 -2.29 2.54
H 3.70 -2.17 0.88
H 0.98 -3.04 4.09
H 2.59 -2.41 4.41
H 2.40 -4.07 3.90
H 1.94 -0.61 1.36
H 2.40 -0.57 3.05
H 0.74 -0.93 2.62
H -0.49 -5.03 0.22
H 0.73 -6.23 -0.23
H 0.74 -4.64 -0.98
C -3.43 3.77 2.29
C -2.75 3.44 0.94
C -3.63 3.90 -0.23
C -4.87 3.03 -0.45
C -4.48 1.56 -0.57
C -3.64 1.06 0.61
N -2.48 1.97 0.84
O -1.54 1.74 -0.02
C -4.52 0.95 1.86
C -3.13 -0.34 0.32
C -1.43 4.20 0.90
H -2.97 4.66 2.74
H -4.49 3.97 2.20
H -3.30 2.97 3.02
H -3.03 3.89 -1.15
H -3.92 4.93 -0.06
H -5.59 3.17 0.36
H -5.37 3.35 -1.36
H -5.38 0.94 -0.65
H -3.92 1.41 -1.50
H -3.92 0.70 2.74
H -5.25 0.16 1.72
H -5.08 1.86 2.09
H -2.57 -0.40 -0.61
H -3.97 -1.03 0.24
H -2.47 -0.69 1.12
H -0.76 3.86 1.68
H -1.63 5.26 1.04
H -0.92 4.09 -0.06
```

Results
Gap between HOMO and LUMO (spin up / spin down) in Eh: 0.244 / 0.239
Charge: -1
Spin multiplicity: 3
HOMO (spin up / spin down) in eV: -4.58 / -4.58

---

no.,energy (eV)
1,-56495.6632
2,-227633.3787
3,-17996.1793
4,-36195.8905
5,-90358.7201
6,-59823.0982
7,-21689.8011
8,-6267.0444
9,-53191.6106